(1)
{
  "formula": "C2H2N2OS2",
  "method": "ωB97M-V/def2-TZVPD",
  "symbols": ["C", "C", "N", "N", "O", "S", "S", "H", "H"],
  "coordinates": [[-1.7157, -0.3979, 0.0978], [0.5356, -0.9714, 0.0420], [-0.6388, -1.1998, 0.0912], [-1.5799, 0.8940, 0.1278], [-0.4653, 1.4680, 0.1687], [2.6967, 0.8549, 0.0518], [2.1733, -1.1998, 0.0359], [-2.6680, -0.7773, -0.0603], [1.6621, 1.3293, -0.5549]],
  "e_above_lowest_ev": 3.882,
  "homo_ha": [-0.31115, -0.31155],
  "gap_ev": [6.957, 6.971],
  "lumo_energy_ev": [-1.510, -1.507]
}



(2)
{
  "formula": "C2H2N2OS2",
  "method": "ωB97M-V/def2-TZVPD",
  "symbols": ["O", "C", "N", "S", "C", "N", "S", "H", "H"],
  "coordinates": [[0.8468, 0.2097, -2.4318], [0.3917, 0.0401, -1.3394], [0.2264, 1.0704, -0.3935], [-1.1831, 0.8155, 0.6009], [-0.4500, -0.5245, 1.5092], [0.1590, -1.4891, 0.9843], [0.2577, -1.6024, -0.7204], [0.3678, 1.9884, -0.8068], [-0.6163, -0.5080, 2.5975]],
  "smiles": "O=C1NSC=NS1",
  "e_above_lowest_ev": 0.144,
  "homo_ha": -0.35476,
  "gap_ev": 9.480,
  "lumo_energy_ev": -0.173
}



(3)
{
  "formula": "C2H2N2OS2Si",
  "method": "ωB97M-V/def2-TZVPD",
  "symbols": ["N", "C", "S", "O", "Si", "N", "C", "S", "H", "H"],
  "coordinates": [[-2.9121, -0.0523, -0.7638], [-2.3316, 0.6774, -0.0918], [-1.4113, 1.6741, 0.8733], [0.0993, 1.6916, 0.1701], [1.2330, 0.5078, 0.0199], [0.6083, -0.7853, -0.9378], [0.4141, -1.8689, -0.3441], [0.5690, -3.0974, 0.5473], [1.5472, 0.0196, 1.3331], [2.1841, 1.2336, -0.8061]],
  "smiles": "N#CSO[SiH2]N=C=S",
  "e_above_lowest_ev": 0.000,
  "homo_ha": -0.36348,
  "gap_ev": 9.420,
  "lumo_energy_ev": -0.471
}



(4)
{
  "formula": "C2H2N2OSi",
  "method": "ωB97M-V/def2-TZVPD",
  "symbols": ["C", "C", "N", "N", "O", "Si", "H", "H"],
  "coordinates": [[-0.9424, -2.2384, -0.0429], [0.2222, 1.4400, -1.0377], [-2.0644, -2.2157, -0.1833], [0.0710, 1.9211, -2.0517], [0.8952, -1.0374, 0.3675], [0.5146, 0.4617, 0.5284], [1.8535, 1.2028, 0.9447], [-0.5498, 0.4658, 1.4750]],
  "e_above_lowest_ev": 5.101,
  "homo_ha": [-0.45721, -0.45637],
  "gap_ev": [8.097, 8.151],
  "lumo_energy_ev": [-4.344, -4.268]
}



(5)
{
  "formula": "C2H2N2S3",
  "method": "ωB97M-V/def2-TZVPD",
  "symbols": ["C", "C", "N", "N", "S", "S", "S", "H", "H"],
  "coordinates": [[-0.4491, -0.8667, 0.0973], [1.0674, 1.4381, -0.3249], [0.3756, -1.6237, 0.3619], [-1.6451, -0.2660, -0.0038], [1.6505, 1.1216, -1.7274], [0.7108, 1.7590, 1.1564], [1.8388, -2.1563, 0.4863], [-1.7868, 0.4715, 0.8432], [-1.7621, 0.1225, -0.8890]],
  "e_above_lowest_ev": 2.346,
  "homo_ha": -0.28383,
  "gap_ev": 7.082,
  "lumo_energy_ev": -0.642
}



(6)
{
  "formula": "C2H2N2Si",
  "method": "ωB97M-V/def2-TZVPD",
  "symbols": ["N", "C", "Si", "C", "N", "H", "H"],
  "coordinates": [[1.2079, 2.3945, -0.0129], [0.5681, 1.4576, -0.0022], [-0.5856, -0.0002, -0.0094], [0.5743, -1.4667, 0.0908], [1.2261, -2.3921, -0.0335], [-1.4672, 0.3827, -1.2877], [-1.5236, -0.3759, 1.2549]],
  "smiles": "N#C[SiH2]C#N",
  "e_above_lowest_ev": 0.277,
  "homo_ha": -0.45385,
  "gap_ev": 11.953,
  "lumo_energy_ev": -0.397
}



(7)
{
  "formula": "C2H2N3OS",
  "method": "ωB97M-V/def2-TZVPD",
  "symbols": ["C", "C", "N", "N", "N", "O", "S", "H", "H"],
  "coordinates": [[-0.9535, -0.2155, -0.0721], [1.1824, 0.0507, 1.1310], [-0.6855, 0.2104, -1.2169], [-0.1153, -0.2255, 1.0585], [0.1470, 0.9518, -1.7989], [1.9218, -0.1392, 2.1321], [0.8774, 0.7696, -3.2261], [-1.8842, -0.5317, 0.0987], [-0.4901, -0.8707, 1.8937]],
  "e_above_lowest_ev": 4.625,
  "homo_ha": [-0.07412, -0.07409],
  "gap_ev": [4.954, 4.953],
  "charge": -1,
  "lumo_energy_ev": [2.937, 2.937]
}



(8)
{
  "formula": "C2H2N3OS",
  "method": "ωB97M-V/def2-TZVPD",
  "symbols": ["C", "C", "N", "N", "N", "O", "S", "H", "H"],
  "coordinates": [[-0.1356, 1.5056, 0.4324], [1.5876, -0.7586, -0.5452], [0.3479, 2.5380, 0.1743], [-1.6540, -0.2687, 0.2856], [-0.5045, 0.3561, 0.8426], [1.1185, -0.6038, -1.6085], [2.4835, -1.3039, 0.6151], [-1.5912, -1.2557, 0.5414], [-1.6523, -0.2090, -0.7378]],
  "e_above_lowest_ev": 1.590,
  "homo_ha": -0.08681,
  "gap_ev": 5.511,
  "charge": -1,
  "lumo_energy_ev": 3.149
}



(9)
{
  "formula": "C2H2N3S2",
  "method": "ωB97M-V/def2-TZVPD",
  "symbols": ["C", "C", "N", "N", "N", "S", "S", "H", "H"],
  "coordinates": [[-1.3174, -1.3421, -0.1844], [-0.5793, -2.4288, 0.0238], [1.2942, -2.0809, 1.5195], [0.5246, 3.7485, -0.4577], [0.5179, -2.3645, 0.8181], [0.6657, 0.9983, 0.2406], [-0.2428, 2.4521, -0.6147], [-0.9528, -3.3523, -0.1547], [0.0899, 4.3696, -1.1903]],
  "e_above_lowest_ev": 4.337,
  "homo_ha": [-0.50588, -0.50601],
  "gap_ev": [6.750, 6.759],
  "charge": 1,
  "lumo_energy_ev": [-7.016, -7.011]
}



(10)
{
  "formula": "C2H2N4",
  "method": "ωB97M-V/def2-TZVPD",
  "symbols": ["C", "N", "N", "C", "N", "N", "H", "H"],
  "coordinates": [[1.1781, -0.2616, -0.4564], [0.2649, -1.2811, -0.2313], [-0.8269, -0.9840, 0.3911], [-1.1176, 0.3464, 0.4168], [-0.4099, 1.2399, -0.1921], [0.9041, 0.8761, -0.3589], [2.1429, -0.4980, -0.8014], [-2.1356, 0.5624, 1.2320]],
  "smiles": "c1nncnn1",
  "e_above_lowest_ev": 3.884,
  "homo_ha": -0.35659,
  "gap_ev": 8.527,
  "lumo_energy_ev": -1.176
}



(11)
{
  "formula": "C2H2N4O2",
  "method": "ωB97M-V/def2-TZVPD",
  "symbols": ["C", "C", "H", "H", "N", "N", "N", "N", "O", "O"],
  "coordinates": [[0.2161, 0.7979, -0.1354], [0.0256, -1.3956, 0.7773], [-1.9598, 1.2302, 0.0024], [-0.3946, -2.2257, 1.2520], [-0.4583, 1.8344, -0.7906], [-0.5008, -0.0191, 0.7305], [2.2188, -0.6513, -0.6838], [1.5791, 0.4273, -0.6828], [-1.8912, 1.8041, -0.7767], [1.1651, -1.8022, 0.3073]],
  "e_above_lowest_ev": 8.043,
  "homo_ha": -0.33821,
  "gap_ev": 7.630,
  "lumo_energy_ev": -1.573
}



(12)
{
  "formula": "C2H2N4O2",
  "method": "ωB97M-V/def2-TZVPD",
  "symbols": ["C", "C", "N", "N", "N", "N", "O", "O", "H", "H"],
  "coordinates": [[-1.2999, 0.9546, -0.1000], [1.0314, 0.5274, -0.6284], [-0.0771, 0.9516, -0.6090], [-1.8362, -0.1748, 0.2430], [-1.5334, -1.3500, -0.0864], [2.0536, -0.1337, 0.0998], [2.2781, -1.3113, -0.2485], [2.7907, 0.6911, 0.6440], [-1.6418, 1.9710, 0.1329], [-1.7653, -2.1258, 0.5526]],
  "e_above_lowest_ev": 9.628,
  "homo_ha": [-0.32790, -0.33881],
  "gap_ev": [7.413, 7.466],
  "lumo_energy_ev": [-1.509, -1.754]
}



(13)
{
  "formula": "C2H2N4O2",
  "method": "ωB97M-V/def2-TZVPD",
  "symbols": ["C", "C", "H", "H", "N", "N", "N", "N", "O", "O"],
  "coordinates": [[-0.3688, 0.0183, 0.6042], [0.5649, -0.8964, -1.4016], [1.3243, -0.9171, 1.7589], [1.1493, -1.4308, -2.1504], [-0.1264, 0.3531, 1.9208], [0.6715, -0.8613, -0.0463], [0.2614, 0.6789, -2.1368], [-0.6971, 1.1684, -1.6296], [0.9019, -0.5465, 2.5364], [-1.4540, 0.3270, -0.2340]],
  "e_above_lowest_ev": 8.835,
  "homo_ha": -0.34554,
  "gap_ev": 6.975,
  "lumo_energy_ev": -2.428
}



(14)
{
  "formula": "C2H2N4O2",
  "method": "ωB97M-V/def2-TZVPD",
  "symbols": ["O", "N", "C", "C", "N", "N", "N", "O", "H", "H"],
  "coordinates": [[-1.2758, -1.8180, 0.6409], [-0.1814, -1.4914, 1.2655], [0.3962, -0.2942, 0.9061], [0.1647, 0.7975, -0.0537], [-0.9415, 0.9441, -0.8567], [-0.3231, 1.6652, -1.9471], [1.0318, 1.8841, -1.9929], [1.3700, 1.3724, -0.5955], [-1.4129, -2.8845, 0.9873], [1.1721, -0.1752, 1.6460]],
  "smiles": "O/N=C\\c1nnno1",
  "e_above_lowest_ev": 8.152,
  "homo_ha": -0.37232,
  "gap_ev": 9.000,
  "lumo_energy_ev": -1.131
}



(15)
{
  "formula": "C2H2N4O2",
  "method": "ωB97M-V/def2-TZVPD",
  "symbols": ["C", "C", "N", "N", "N", "N", "O", "O", "H", "H"],
  "coordinates": [[1.4898, -0.2544, -0.1875], [-1.4408, 0.0377, -0.1191], [1.0593, -1.5369, -0.1469], [-1.1600, -1.1476, 0.2764], [1.1741, 0.6765, 0.6243], [-2.2307, 0.9054, -0.2020], [-2.9720, 1.8624, -0.2480], [-0.1248, -1.9127, 0.2156], [2.4202, -0.1043, -0.7652], [1.7849, 1.4739, 0.5524]],
  "e_above_lowest_ev": 10.570,
  "homo_ha": [-0.35018, -0.35530],
  "gap_ev": [7.744, 7.900],
  "lumo_energy_ev": [-1.785, -1.768]
}



(16)
{
  "formula": "C2H2N4O2",
  "method": "ωB97M-V/def2-TZVPD",
  "symbols": ["O", "C", "N", "N", "N", "C", "O", "N", "H", "H"],
  "coordinates": [[-0.2169, 2.9040, -0.2515], [-0.2958, 1.7207, -0.0155], [-0.4090, 1.2418, 1.3799], [0.1115, 0.0518, 1.7590], [0.7356, -0.7927, 0.5833], [0.0012, -0.3689, -0.6272], [-0.1705, -1.4289, -1.4300], [-0.2071, 0.8631, -1.0937], [0.6325, -1.8224, 0.6614], [-0.1815, -2.3683, -0.9657]],
  "smiles": "O=c1nn[nH]c(O)n1",
  "e_above_lowest_ev": 4.792,
  "homo_ha": -0.38278,
  "gap_ev": 9.169,
  "lumo_energy_ev": -1.247
}



(17)
{
  "formula": "C2H2N4O2",
  "method": "ωB97M-V/def2-TZVPD",
  "symbols": ["H", "N", "C", "N", "O", "N", "N", "C", "O", "H"],
  "coordinates": [[2.9918, -0.0112, -0.1249], [2.2629, -0.5770, -0.1947], [1.2928, 0.2302, 0.0103], [-0.1754, -0.2206, 0.2197], [-0.6583, -1.4577, -0.1860], [-2.0332, -1.4249, -0.0219], [-2.4487, -0.2388, -0.0448], [-1.2638, 0.6409, -0.0251], [-1.2380, 1.8055, -0.2166], [1.2697, 1.2536, 0.5841]],
  "smiles": "[H]/N=C/n1onnc1=O",
  "e_above_lowest_ev": 5.932,
  "homo_ha": -0.38442,
  "gap_ev": 9.691,
  "lumo_energy_ev": -0.769
}



(18)
{
  "formula": "C2H2N4O3",
  "method": "ωB97M-V/def2-TZVPD",
  "symbols": ["C", "C", "N", "N", "N", "N", "O", "O", "O", "H", "H"],
  "coordinates": [[-0.7435, -0.5244, -0.0146], [0.6132, -0.1257, -0.0323], [-0.8735, -1.8157, -0.0542], [0.6356, 2.3144, -0.0261], [1.5510, -0.8387, -0.0998], [-1.7352, 0.3973, 0.0812], [2.7038, -1.0424, -0.3409], [1.7204, 2.5801, 0.0107], [0.1632, -2.5248, 0.0336], [-2.6994, 0.1615, 0.3349], [-1.3357, 1.4183, 0.1075]],
  "e_above_lowest_ev": 8.411,
  "homo_ha": [-0.32000, -0.25679],
  "gap_ev": [7.935, 3.754],
  "lumo_energy_ev": [-0.773, -3.234]
}



(19)
{
  "formula": "C2H2N4OS",
  "method": "ωB97M-V/def2-TZVPD",
  "symbols": ["O", "C", "N", "N", "N", "C", "S", "N", "H", "H"],
  "coordinates": [[1.1647, 1.8472, 1.9027], [0.9239, 1.1134, 0.9814], [1.7401, 0.8709, -0.1809], [1.1552, 0.0772, -0.9494], [-0.0282, -0.2871, -0.4197], [-0.9021, -1.1428, -1.0209], [-2.3334, -1.5787, -0.3860], [-0.1659, 0.2989, 0.7945], [-0.5289, -1.4579, -2.0143], [-1.0252, 0.2589, 1.2927]],
  "smiles": "O=c1nnn(C=S)[nH]1",
  "e_above_lowest_ev": 0.721,
  "homo_ha": -0.36083,
  "gap_ev": 8.345,
  "lumo_energy_ev": -1.474
}



(20)
{
  "formula": "C2H2N4S",
  "method": "ωB97M-V/def2-TZVPD",
  "symbols": ["H", "N", "N", "N", "C", "S", "C", "N", "H"],
  "coordinates": [[-1.1307, -3.2466, -1.0313], [-0.8549, -2.6977, -0.1271], [-0.1619, -1.7327, -0.5152], [0.4547, -0.8110, 0.1420], [1.0259, 0.2221, -0.1506], [2.1237, 1.3130, -0.2431], [-0.4759, 2.2862, 0.6395], [-0.4862, 3.3217, 0.1405], [-0.4948, 1.3450, 1.1455]],
  "smiles": "[H]/N=N/N=C=S.C#N",
  "e_above_lowest_ev": 2.577,
  "homo_ha": -0.33279,
  "gap_ev": 8.065,
  "lumo_energy_ev": -0.991
}